Molecular formula: C21H25N3O2
Method: DFT, ωB97M-V/def2-TZVPD

The geometry in ORCA input format:
```
! RIJCOSX wB97M-V def2-TZVPD def2/J DEFGRID3
* xyz 0 1
C -3.94 0.85 -2.76
C -3.92 2.16 -1.98
C -2.80 2.20 -0.93
N -1.47 2.31 -1.50
C -1.07 3.65 -1.88
C -0.42 3.70 -3.27
C -1.42 3.42 -4.39
C -0.53 1.34 -1.26
C -0.89 -0.01 -1.13
C 0.05 -0.99 -0.92
C 1.40 -0.68 -0.84
C 2.43 -1.78 -0.66
O 2.53 -2.63 -1.78
C 2.06 -2.56 0.56
N 1.25 -3.57 0.61
N 1.13 -3.92 1.90
C 1.87 -3.11 2.59
C 2.06 -3.11 4.02
C 2.88 -2.16 4.63
C 3.05 -2.19 6.00
C 2.42 -3.15 6.77
C 1.60 -4.10 6.16
C 1.42 -4.08 4.79
O 2.50 -2.21 1.79
C 1.78 0.64 -0.96
C 0.84 1.64 -1.16
H -4.18 0.01 -2.10
H -4.70 0.89 -3.54
H -2.98 0.66 -3.22
H -3.80 2.99 -2.67
H -4.88 2.29 -1.46
H -2.86 1.31 -0.30
H -2.97 3.07 -0.27
H -1.96 4.27 -1.89
H -0.38 4.07 -1.14
H 0.39 2.98 -3.33
H 0.00 4.70 -3.41
H -2.23 4.15 -4.38
H -0.93 3.46 -5.35
H -1.85 2.43 -4.27
H -1.92 -0.30 -1.20
H -0.27 -2.02 -0.82
H 3.43 -1.35 -0.52
H 1.72 -3.15 -1.83
H 3.37 -1.42 4.03
H 3.69 -1.45 6.48
H 2.56 -3.17 7.84
H 1.11 -4.85 6.76
H 0.80 -4.81 4.30
H 2.83 0.91 -0.89
H 1.19 2.65 -1.23
*
```

Output
* calculated total energy: -30747.6334 eV
* structure (SMILES): CCCN(CCC)c1ccc([C@H](O)c2nnc(-c3ccccc3)o2)cc1
* ΔE to the lowest compared entry with this formula, charge and spin: 61.8 kcal/mol
* HOMO energy: -7.685 eV

Mulliken atomic charge list, values in e, 4 entries: -1.31 -0.17 -1.26 0.50